[1]
Below is a cluster of 2 separate species, C3H8OS in total, with properties calculated with ωB97M-V with the def2-TZVPD basis set.

Geometry as XYZ:
```
13
C3H8OS, DFT ωB97M-V with the def2-TZVPD basis set
C -0.012 -1.467 0.580
C -0.758 0.808 -0.543
C 0.309 -0.299 -0.296
O -0.865 1.744 0.597
S 1.994 0.318 -0.132
H -0.397 -0.921 1.441
H -0.583 -2.238 0.166
H 0.832 -2.059 0.907
H -1.710 0.088 -0.488
H -0.473 1.345 -1.450
H 0.667 -1.098 -1.946
H -0.741 2.621 0.264
H 1.738 1.158 0.899
```

## Properties
HOMO energy = -9.0 eV
molar mass = 92.16 g mol⁻¹
LUMO = 0.05 eV
energy above the lowest of the compared OMol25 structures with the same formula, charge and spin = 3.699 eV
electronic energy = -16119.538 eV

---

[2]
Below is a cluster of 2 separate species, C3H8OS in total, with properties calculated with ωB97M-V with the def2-TZVPD basis set.

Geometry as XYZ:
```
13
C3H8OS, DFT ωB97M-V with the def2-TZVPD basis set
O -3.275 1.425 -1.533
C -3.566 1.958 -0.509
H -2.927 2.779 -0.095
H -4.473 1.807 0.126
C 2.818 -0.943 0.768
S 1.950 0.073 -0.403
C 0.304 -0.711 -0.368
H 2.333 -1.141 1.718
H 3.746 -0.456 1.089
H 3.063 -1.925 0.342
H 0.200 -1.418 0.461
H -0.508 0.000 -0.422
H 0.335 -1.448 -1.173
```

## Properties
HOMO energy = -8.4 eV
molar mass = 92.16 g mol⁻¹
LUMO = 0.79 eV
energy above the lowest of the compared OMol25 structures with the same formula, charge and spin = 1.236 eV
electronic energy = -16122.001 eV